(1)
A cluster of 2 separate species, C4H12N2 in total at a distorted geometry, computed with ωB97M-V with the def2-TZVPD basis set.

```
18
Properties=species:S:1:pos:R:3:nbo_charge:R:1
H -1.726 -1.783 0.400 0.35
N -1.491 -0.883 0.833 -0.75
C -2.604 -0.204 0.839 0.28
N -2.733 1.169 0.732 -0.79
H -3.399 -0.824 1.233 0.16
H -3.609 1.530 0.835 0.38
H -2.151 1.772 0.249 0.39
C 2.258 -0.872 -1.640 -0.62
C 2.536 -0.314 -0.264 -0.41
C 1.716 1.028 -0.170 -0.62
H 2.470 -0.291 -2.531 0.20
H 2.976 -1.827 -1.758 0.20
H 1.202 -1.198 -1.873 0.21
H 2.113 -1.002 0.594 0.21
H 3.632 -0.337 0.007 0.21
H 2.124 1.657 0.630 0.21
H 0.588 1.000 -0.191 0.22
H 1.912 1.479 -1.143 0.19
```

Properties
Spin multiplicity: 1
ΔE to the lowest compared entry with this formula, charge and spin in kcal/mol: 49.8
Kohn-Sham gap in eV: 9.728
SMILES: [H]/N=C/N.CCC
HOMO level in eV: -8.788

=====

(2)
A cluster of 5 separate species, H8IO4 in total at a distorted geometry, computed with ωB97M-V with the def2-TZVPD basis set.

```
13
Properties=species:S:1:pos:R:3:nbo_charge:R:1
I -30.260 0.793 24.704 -0.95
O -26.901 0.832 23.675 -0.97
H -27.015 0.062 23.083 0.47
H -27.565 0.607 24.328 0.48
O -28.892 -2.563 24.543 -0.98
H -29.420 -1.793 24.721 0.50
H -29.058 -2.923 23.667 0.47
O -27.703 2.833 26.298 -0.96
H -27.301 3.062 25.463 0.47
H -28.081 1.977 26.205 0.49
O -30.354 -0.845 21.521 -0.95
H -31.026 -1.353 21.098 0.45
H -30.745 -0.668 22.368 0.49
```

Properties
Spin multiplicity: 1
Charge: -1
ΔE to the lowest compared entry with this formula, charge and spin in kcal/mol: 12.9
Kohn-Sham gap in eV: 7.689
HOMO level in eV: -4.360

=====

(3)
A structure of composition C21H21IN5O5PtS at a distorted geometry, computed with ωB97M-V with the def2-TZVPD basis set.

```
55
Properties=species:S:1:pos:R:3:nbo_charge:R:1
Pt -1.072 1.029 0.300 1.05
O -1.056 0.935 2.516 -0.57
C -0.755 1.835 3.289 0.45
C -0.551 3.255 2.955 -0.19
C -0.132 4.059 3.972 -0.09
C 0.092 5.439 3.736 0.17
C -0.082 6.041 2.498 -0.17
C -0.540 5.267 1.461 -0.13
C -0.812 3.853 1.649 0.45
O -1.298 3.210 0.678 -0.61
N 0.523 6.268 4.889 0.50
O 0.800 7.414 4.647 -0.29
O 0.689 5.672 5.928 -0.31
H -0.608 1.569 4.342 0.20
H 0.039 3.675 4.971 0.29
H 0.137 7.095 2.384 0.30
H -0.695 5.676 0.471 0.27
C 4.541 -4.150 -0.313 -0.61
C 3.891 -2.782 -0.115 -0.41
C 2.389 -2.878 -0.336 -0.23
N 1.731 -1.576 -0.056 -0.52
C 1.527 -0.556 -0.851 0.41
S 1.183 1.034 -0.102 -0.19
N 1.688 -0.544 -2.168 -0.64
C 1.859 -1.634 -3.164 0.67
O 2.803 -1.556 -3.879 -0.44
C 0.787 -2.648 -3.231 -0.15
C 1.035 -3.777 -4.009 -0.16
C 0.070 -4.762 -4.118 -0.18
C -1.146 -4.616 -3.462 -0.15
C -1.400 -3.480 -2.701 -0.20
C -0.436 -2.495 -2.582 -0.22
H 5.618 -4.081 -0.176 0.25
H 4.358 -4.532 -1.318 0.22
H 4.159 -4.877 0.405 0.22
H 4.310 -2.057 -0.818 0.22
H 4.090 -2.406 0.891 0.21
H 1.929 -3.604 0.335 0.23
H 2.159 -3.201 -1.343 0.22
H 1.613 -1.362 0.924 0.43
H 1.778 0.376 -2.583 0.45
H 1.983 -3.867 -4.523 0.26
H 0.262 -5.641 -4.719 0.25
H -1.901 -5.386 -3.552 0.24
H -2.362 -3.363 -2.220 0.21
H -0.647 -1.596 -2.014 0.19
I -7.158 -0.446 0.311 0.93
C -5.449 0.519 0.205 -0.40
C -5.282 1.914 0.052 0.10
N -3.985 2.120 0.011 -0.28
N -3.256 0.961 0.113 -0.33
C -4.121 -0.012 0.240 0.05
H -6.006 2.711 -0.035 0.29
H -3.487 2.995 -0.120 0.47
H -3.803 -1.039 0.336 0.27
```

Properties
Spin multiplicity: 5
⟨S²⟩: 6.0487
Charge: +3
ΔE to the lowest compared entry with this formula, charge and spin in kcal/mol: 0.0
Kohn-Sham gap (alpha / beta) in eV: 7.178 / 3.303
HOMO level (alpha / beta) in eV: -16.398 / -16.398

=====

(4)
An isolated molecule of C5H7N at a distorted geometry, computed with ωB97M-V with the def2-TZVPD basis set.

```
13
Properties=species:S:1:pos:R:3:nbo_charge:R:1
C -1.015 0.770 -1.455 -0.64
C -0.323 0.180 -0.269 0.15
C -0.692 -0.724 0.673 -0.30
C 0.506 -1.114 1.379 -0.27
C 1.531 -0.380 0.881 -0.07
N 1.051 0.455 -0.138 -0.58
H -0.484 1.658 -1.816 0.22
H -0.991 0.042 -2.277 0.23
H -2.056 1.025 -1.248 0.22
H -1.701 -1.054 0.882 0.22
H 0.580 -1.874 2.145 0.22
H 2.593 -0.419 1.091 0.21
H 1.002 1.435 0.152 0.40
```

Properties
Spin multiplicity: 1
ΔE to the lowest compared entry with this formula, charge and spin in kcal/mol: 17.4
Kohn-Sham gap in eV: 9.364
SMILES: Cc1ccc[nH]1
HOMO level in eV: -8.266

=====

(5)
A structure of composition C30H60BaF6NO30P5 at a distorted geometry, computed with ωB97M-V with the def2-TZVPD basis set.

```
133
Properties=species:S:1:pos:R:3:mulliken_charge:R:1
Ba 9.300 -7.904 -14.212 0.81
C 4.951 -1.228 -14.434 -0.29
C 5.702 -2.341 -14.839 0.28
C 6.655 -2.163 -16.077 0.47
O 7.609 -2.969 -16.312 -0.68
C 6.421 -1.074 -16.967 -0.34
C 5.597 -0.102 -16.596 0.44
C 4.829 -0.128 -15.268 0.38
O 4.083 0.813 -14.772 -0.64
O 5.503 0.877 -17.455 -0.65
O 5.636 -3.428 -14.258 -0.64
H 4.486 -1.185 -13.461 0.44
H 7.001 -1.069 -17.877 0.43
C 11.598 -5.914 -21.047 -0.64
N 12.830 -6.611 -20.622 0.80
O 12.622 -7.485 -19.737 -0.51
O 13.931 -6.362 -21.116 -0.49
H 11.753 -4.927 -20.612 0.27
H 10.865 -6.625 -20.666 0.31
H 11.492 -5.785 -22.125 0.27
C 11.376 -5.678 -5.269 -0.57
O 10.924 -6.280 -6.452 -0.36
P 9.388 -6.456 -6.900 1.10
O 9.132 -7.260 -8.140 -0.70
O 8.597 -7.017 -5.578 -0.27
C 8.278 -8.470 -5.500 -0.69
O 8.889 -4.870 -6.957 -0.32
C 7.480 -4.723 -6.801 -0.61
H 12.165 -5.030 -5.652 0.25
H 11.730 -6.322 -4.464 0.23
H 10.513 -5.072 -4.995 0.31
H 8.987 -8.876 -4.779 0.25
H 8.176 -8.960 -6.468 0.35
H 7.273 -8.600 -5.097 0.25
H 7.018 -4.268 -7.677 0.26
H 7.447 -4.019 -5.970 0.25
H 6.885 -5.615 -6.603 0.28
C 6.717 5.095 -8.803 -0.66
O 6.969 6.438 -8.312 -0.32
P 7.110 7.653 -9.407 1.06
O 6.241 7.409 -10.517 -0.67
O 6.856 9.015 -8.450 -0.32
C 5.988 10.056 -8.901 -0.65
O 8.699 7.598 -9.786 -0.27
C 9.643 7.707 -8.769 -0.66
H 7.684 4.605 -8.911 0.26
H 6.019 5.075 -9.640 0.33
H 6.242 4.602 -7.954 0.23
H 5.877 9.911 -9.975 0.32
H 6.551 10.987 -8.842 0.27
H 5.029 9.994 -8.387 0.24
H 9.338 7.394 -7.771 0.33
H 10.021 8.729 -8.807 0.24
H 10.331 6.964 -9.173 0.27
C 11.783 0.968 -13.622 -0.76
O 12.310 2.228 -13.958 -0.26
P 11.720 3.166 -15.144 0.95
O 10.353 3.691 -14.854 -0.65
O 12.951 4.233 -15.470 -0.30
C 13.165 5.522 -14.784 -0.66
O 11.715 2.205 -16.467 -0.27
C 12.910 1.519 -16.905 -0.60
H 12.152 0.083 -14.140 0.28
H 10.710 0.782 -13.655 0.35
H 12.016 0.756 -12.578 0.30
H 14.214 5.725 -14.572 0.28
H 12.713 5.617 -13.797 0.28
H 12.884 6.329 -15.461 0.27
H 12.766 0.775 -17.689 0.24
H 13.396 0.982 -16.091 0.28
H 13.441 2.307 -17.438 0.26
C -5.378 -1.814 -21.215 -0.65
O -4.012 -1.693 -20.840 -0.32
P -2.913 -2.652 -21.609 1.01
O -2.902 -4.105 -21.188 -0.66
O -3.341 -2.355 -23.157 -0.33
C -3.193 -1.142 -23.928 -0.56
O -1.478 -1.898 -21.475 -0.24
C -0.571 -1.980 -20.367 -0.70
H -5.532 -2.775 -21.707 0.33
H -5.710 -1.090 -21.959 0.22
H -5.983 -1.780 -20.309 0.27
H -2.741 -1.430 -24.877 0.24
H -2.511 -0.463 -23.416 0.30
H -4.153 -0.632 -24.003 0.24
H -0.676 -2.877 -19.757 0.31
H -0.713 -1.137 -19.690 0.29
H 0.476 -1.972 -20.670 0.26
C 1.922 -9.993 -8.955 -0.69
O 3.123 -10.114 -9.667 -0.30
P 3.411 -11.074 -10.983 0.98
O 4.630 -10.787 -11.761 -0.63
O 3.361 -12.572 -10.291 -0.31
C 3.599 -13.726 -11.100 -0.78
O 2.072 -10.999 -11.872 -0.26
C 1.780 -9.670 -12.312 -0.74
H 1.129 -10.563 -9.438 0.32
H 1.652 -8.939 -8.894 0.29
H 1.919 -10.405 -7.946 0.29
H 3.911 -13.488 -12.117 0.30
H 2.787 -14.424 -11.304 0.31
H 4.467 -14.332 -10.841 0.32
H 2.392 -9.283 -13.127 0.30
H 1.849 -8.857 -11.589 0.30
H 0.726 -9.622 -12.585 0.31
C -3.340 -0.609 -12.199 -1.04
C -2.690 -0.807 -10.798 -0.25
O -3.376 0.004 -9.784 -0.26
C -4.655 -0.228 -9.248 0.39
O -5.365 -1.274 -9.407 -0.55
C -5.137 0.939 -8.239 0.81
F -4.125 1.789 -8.129 -0.24
F -6.178 1.576 -8.684 -0.23
F -5.388 0.443 -7.014 -0.24
H -2.620 -1.054 -12.886 0.37
H -3.104 0.439 -12.386 0.30
H -4.392 -0.868 -12.320 0.33
H -1.652 -0.474 -10.806 0.30
H -2.699 -1.865 -10.534 0.29
C 7.724 -0.335 -25.003 -1.15
C 6.231 -0.042 -24.981 -0.14
O 5.662 0.165 -26.274 -0.31
C 4.951 -0.818 -26.919 0.45
O 4.815 -1.937 -26.387 -0.55
C 4.463 -0.498 -28.334 0.85
F 5.147 -1.340 -29.108 -0.24
F 3.165 -0.710 -28.490 -0.25
F 4.586 0.729 -28.736 -0.23
H 8.232 -0.177 -24.051 0.37
H 8.227 0.272 -25.755 0.31
H 7.967 -1.356 -25.297 0.30
H 6.068 0.873 -24.410 0.32
H 5.747 -0.895 -24.506 0.29
```

Properties
Spin multiplicity: 1
Kohn-Sham gap in eV: 1.776
HOMO level in eV: -5.482

=====

(6)
A structure of composition C6H11NS at a distorted geometry, computed with ωB97M-V with the def2-TZVPD basis set.

```
19
Properties=species:S:1:pos:R:3:nbo_charge:R:1
C 0.381 1.821 -0.945 -0.62
C -0.639 1.018 -0.154 -0.22
C -0.316 0.416 1.245 -0.07
C 0.894 -0.447 0.985 -0.42
C 0.432 -1.162 -0.317 -0.33
C -0.935 -0.474 -0.416 -0.07
H 0.555 2.778 -0.493 0.22
H 0.041 1.976 -1.948 0.21
H 1.376 1.295 -1.029 0.20
H -1.584 1.547 -0.116 0.20
H -0.364 0.941 2.145 0.20
H 1.825 0.141 0.805 0.21
H 1.118 -1.081 1.817 0.23
H 1.052 -0.951 -1.155 0.22
H 1.248 -3.301 -1.062 0.12
H -1.615 -0.797 -1.181 0.21
H -2.320 -0.145 1.042 0.35
N -1.396 -0.607 0.992 -0.61
S 0.247 -2.968 -0.214 -0.02
```

Properties
Spin multiplicity: 1
ΔE to the lowest compared entry with this formula, charge and spin in kcal/mol: 24.0
Kohn-Sham gap in eV: 9.584
HOMO level in eV: -8.677

=====

Which M belongs to each record? In order, 88.15 198.96 777.48 81.12 1320.97 129.23 g/mol.
Which total energy belongs to each record? In order, -269.0370 -603.5599 -2276.7874 -249.4456 -5822.4093 -688.1109 hartree.